(1)
Below is an isolated molecule of C2H2N2O3 in a non-equilibrium geometry, with properties calculated with wB97M-V/def2-TZVPD.

Gap between HOMO and LUMO (hartree): 0.3633
ΔE to the lowest compared entry with this formula, charge and spin (kJ/mol): 430.9
Structure (SMILES): O=c1ncon1O
HOMO level (eV): -9.85
Net charge: 0
E (eV): -11224.3394

Each atom is followed by the atoms it is bonded to, with distances in Å.
Cartesian coordinates (Å):
1 O -1.849 -0.087 -1.223  C2 1.175
2 C -0.751 -0.192 -0.820  O1 1.175, N3 1.479, N6 1.435
3 N 0.575 0.078 -1.416  C2 1.479, C4 1.281
4 C 1.391 -0.157 -0.458  N3 1.281, O5 1.400, H8 1.095
5 O 0.997 -0.510 0.838  C4 1.400, N6 1.437
6 N -0.409 -0.474 0.545  C2 1.435, O5 1.437, O7 1.247
7 O -1.086 0.066 1.443  N6 1.247, H9 1.117
8 H 2.450 0.120 -0.418  C4 1.095
9 H -1.318 1.157 1.508  O7 1.117

Löwdin population analysis, charges in e, atoms 1 to 5:
1 O 0.163
2 C -0.440
3 N 0.178
4 C -0.160
5 O 0.065

---

(2)
Below is a cluster of 2 separate species, C31H36N3 in total in a non-equilibrium geometry, with properties calculated with wB97M-V/def2-TZVPD.

Gap between HOMO and LUMO (hartree): 0.1762
ΔE to the lowest compared entry with this formula, charge and spin (kJ/mol): 265.0
HOMO level (eV): -9.61
Net charge: +1
E (eV): -37194.0691

Each atom is followed by the atoms it is bonded to, with distances in Å.
Cartesian coordinates (Å):
1 C -3.266 1.132 -3.823  N2 1.462, H15 1.094, H16 1.102, H17 1.100
2 N -2.260 0.849 -2.801  C1 1.462, C3 1.370, C9 1.435
3 C -0.947 0.730 -3.171  N2 1.370, C4 1.377, C8 1.523
4 C 0.061 0.572 -2.246  C3 1.377, C5 1.493, H18 1.089
5 C 1.508 0.688 -2.597  C4 1.493, C6 1.559, H19 1.105, H20 1.111
6 C 1.782 1.319 -3.996  C5 1.559, C7 1.532, H21 1.101, H22 1.100
7 C 0.815 0.815 -5.072  C6 1.532, C8 1.538, H23 1.101, H24 1.099
8 C -0.667 0.837 -4.664  C3 1.523, C7 1.538, H25 1.108, H26 1.108
9 C -2.642 1.049 -1.432  N2 1.435, C10 1.409, C14 1.409
10 C -2.802 -0.042 -0.556  C9 1.409, C11 1.395, H27 1.092
11 C -3.098 0.183 0.788  C10 1.395, C12 1.399, H28 1.092
12 C -3.188 1.489 1.282  C11 1.399, C13 1.400, H29 1.091
13 C -3.135 2.570 0.394  C12 1.400, C14 1.396, H30 1.093
14 C -2.919 2.350 -0.968  C9 1.409, C13 1.396, H31 1.095
15 H -4.249 1.178 -3.345  C1 1.094
16 H -3.086 2.096 -4.325  C1 1.102
17 H -3.294 0.336 -4.582  C1 1.100
18 H -0.169 0.406 -1.196  C4 1.089
19 H 2.034 1.322 -1.860  C5 1.105
20 H 2.025 -0.295 -2.548  C5 1.111
21 H 1.690 2.412 -3.904  C6 1.101
22 H 2.813 1.106 -4.317  C6 1.100
23 H 0.949 1.425 -5.979  C7 1.101
24 H 1.083 -0.216 -5.345  C7 1.099
25 H -1.185 0.017 -5.199  C8 1.108
26 H -1.112 1.773 -5.056  C8 1.108
27 H -2.703 -1.058 -0.946  C10 1.092
28 H -3.257 -0.667 1.455  C11 1.092
29 H -3.310 1.661 2.353  C12 1.091
30 H -3.273 3.589 0.761  C13 1.093
31 H -2.917 3.183 -1.679  C14 1.095
32 C 4.228 3.634 4.079  N33 1.449, H52 1.098, H53 1.101, H54 1.104
33 N 4.260 2.308 3.495  C32 1.449, C34 1.449, C35 1.397
34 C 5.519 1.917 2.894  N33 1.449, H55 1.098, H56 1.101, H57 1.101
35 C 3.104 1.542 3.329  N33 1.397, C36 1.417, C51 1.418
36 C 2.426 1.516 2.085  C35 1.417, C37 1.385, H58 1.094
37 C 1.317 0.707 1.904  C36 1.385, C38 1.416, H59 1.094
38 C 0.849 -0.133 2.943  C37 1.416, C39 1.439, C50 1.423
39 C -0.231 -1.059 2.723  C38 1.439, C40 1.390, H60 1.096
40 C -0.319 -1.953 1.663  C39 1.390, C41 1.458, C49 1.417
41 C -1.344 -2.985 1.556  C40 1.458, C42 1.384, C46 1.405
42 C -2.409 -3.316 2.374  C41 1.384, C43 1.405, H61 1.087
43 C -3.365 -4.224 1.889  C42 1.405, C44 1.404, H62 1.089
44 C -3.254 -4.784 0.607  C43 1.404, C45 1.403, H63 1.093
45 C -2.163 -4.465 -0.216  C44 1.403, C46 1.390, H64 1.086
46 C -1.212 -3.590 0.295  C41 1.405, C45 1.390, N47 1.399
47 N -0.125 -2.990 -0.351  C46 1.399, C48 1.452, C49 1.367
48 C 0.277 -3.330 -1.705  N47 1.452, H65 1.090, H66 1.095, H67 1.095
49 C 0.420 -2.032 0.457  C40 1.417, N47 1.367, H68 1.083
50 C 1.495 -0.051 4.208  C38 1.423, C51 1.382, H69 1.093
51 C 2.589 0.771 4.402  C35 1.418, C50 1.382, H70 1.094
52 H 3.215 3.856 4.440  C32 1.098
53 H 4.937 3.708 4.919  C32 1.101
54 H 4.517 4.398 3.336  C32 1.104
55 H 5.433 0.909 2.467  C34 1.098
56 H 5.820 2.618 2.099  C34 1.101
57 H 6.319 1.916 3.649  C34 1.101
58 H 2.783 2.151 1.268  C36 1.094
59 H 0.773 0.709 0.955  C37 1.094
60 H -0.985 -1.186 3.508  C39 1.096
61 H -2.483 -2.867 3.362  C42 1.087
62 H -4.221 -4.489 2.507  C43 1.089
63 H -4.014 -5.484 0.252  C44 1.093
64 H -2.063 -4.885 -1.213  C45 1.086
65 H -0.419 -4.078 -2.087  C48 1.090
66 H 0.238 -2.457 -2.365  C48 1.095
67 H 1.287 -3.753 -1.724  C48 1.095
68 H 1.295 -1.451 0.190  C49 1.083
69 H 1.138 -0.705 5.007  C50 1.093
70 H 3.091 0.797 5.373  C51 1.094

Löwdin population analysis, charges in e, atoms 1 to 5:
1 C -0.049
2 N -0.108
3 C -0.233
4 C -0.076
5 C -0.224

---

(3)
Below is an isolated molecule of C5H6ClN3 in a non-equilibrium geometry, with properties calculated with wB97M-V/def2-TZVPD.

Gap between HOMO and LUMO (hartree): 0.3483
ΔE to the lowest compared entry with this formula, charge and spin (kJ/mol): 91.6
Structure (SMILES): [H]/N=C(\Cl)c1[nH]cnc1C
HOMO level (eV): -8.90
Net charge: 0
E (eV): -22273.4319

Each atom is followed by the atoms it is bonded to, with distances in Å.
Cartesian coordinates (Å):
1 H -2.941 -2.222 0.121  N2 1.056
2 N -2.085 -1.633 0.316  H1 1.056, C3 1.252
3 C -2.199 -0.418 0.035  N2 1.252, Cl4 1.701, C5 1.769
4 Cl -3.518 0.598 -0.314  C3 1.701
5 C -0.772 0.626 0.047  C3 1.769, N6 1.384, C9 1.342
6 N -0.884 1.997 0.201  C5 1.384, C7 1.346, H11 0.988
7 C 0.388 2.436 0.235  N6 1.346, N8 1.305, H12 1.017
8 N 1.226 1.438 0.170  C7 1.305, C9 1.371
9 C 0.521 0.266 0.084  C5 1.342, N8 1.371, C10 1.486
10 C 1.143 -1.043 -0.245  C9 1.486, H13 1.013, H14 1.102, H15 1.160
11 H -1.771 2.431 0.207  N6 0.988
12 H 0.718 3.361 0.498  C7 1.017
13 H 0.928 -1.465 -1.141  C10 1.013
14 H 2.184 -0.705 -0.366  C10 1.102
15 H 1.202 -1.898 0.537  C10 1.160

Löwdin population analysis, charges in e, atoms 1 to 5:
1 H 0.086
2 N 0.093
3 C -0.732
4 Cl 0.697
5 C -0.164

---

(4)
Below is an isolated molecule of C6H12O in a non-equilibrium geometry, with properties calculated with wB97M-V/def2-TZVPD.

Gap between HOMO and LUMO (hartree): 0.3669
ΔE to the lowest compared entry with this formula, charge and spin (kJ/mol): 346.3
Structure (SMILES): CC[C@H]1C[C@H]1CO
HOMO level (eV): -8.94
Net charge: 0
E (eV): -8460.7644

Each atom is followed by the atoms it is bonded to, with distances in Å.
Cartesian coordinates (Å):
1 C -0.419 0.123 2.332  C2 1.529, H8 1.097, H9 1.096, H10 1.096
2 C -0.510 -0.810 1.123  C1 1.529, C3 1.507, H11 1.100, H12 1.097
3 C 0.715 -0.747 0.247  C2 1.507, C4 1.516, C5 1.464, H13 1.082
4 C 0.648 -1.212 -1.194  C3 1.516, C5 1.504, H14 1.093, H15 1.084
5 C 0.790 0.240 -0.831  C3 1.464, C4 1.504, C6 1.741, H16 1.138
6 C -0.571 1.289 -1.113  C5 1.741, O7 1.425, H17 1.161, H18 1.111
7 O 0.156 1.652 -2.284  C6 1.425, H19 0.967
8 H 0.455 -0.114 2.950  C1 1.097
9 H -1.308 0.046 2.969  C1 1.096
10 H -0.325 1.166 2.007  C1 1.096
11 H -1.390 -0.547 0.517  C2 1.100
12 H -0.643 -1.846 1.457  C2 1.097
13 H 1.651 -0.895 0.770  C3 1.082
14 H 1.471 -1.798 -1.612  C4 1.093
15 H -0.332 -1.503 -1.555  C4 1.084
16 H 1.843 0.621 -1.035  C5 1.138
17 H -1.679 1.289 -1.459  C6 1.161
18 H -0.597 2.166 -0.431  C6 1.111
19 H 0.045 0.881 -2.859  O7 0.967

Löwdin population analysis, charges in e, atoms 1 to 5:
1 C -0.101
2 C -0.238
3 C -0.319
4 C -0.088
5 C -0.196